No. 1
107
Properties=species:S:1:pos:R:3:forces:R:3:mulliken_charge:R:1 method="wB97M-V/def2-TZVPD" lumo_ev="-3.21 / -3.21" homo_lumo_gap_ev="7.262 / 7.870" s2=2.01 spin_multiplicity=3 charge=+1
C 2.546 -4.279 -1.383 0.8 0.3 -0.4 -0.2904
C 2.291 -5.861 -1.758 -0.3 -0.3 1.1 -0.5838
C 0.953 -6.143 -2.666 0.0 -0.8 0.6 -0.2265
C 1.154 -5.917 -4.281 0.1 0.4 0.0 -0.7469
C 1.792 -4.467 -4.700 3.2 -0.9 -0.2 0.4003
C 3.427 -4.327 -4.923 -6.6 3.2 0.0 -0.5973
N 3.516 -2.852 -5.266 -4.4 -2.6 1.2 -0.0977
C 2.150 -2.200 -5.230 1.9 -0.8 0.2 -0.0195
C 2.188 -0.594 -5.542 0.1 -0.8 -0.6 -0.4937
C 0.791 0.049 -6.105 0.8 1.0 -0.9 -0.2616
O 0.449 1.184 -5.232 -0.5 -2.6 0.1 -0.4385
C -0.256 0.759 -4.012 -1.2 1.0 1.4 -0.0287
C 0.579 1.010 -2.613 -0.1 -1.0 0.5 -0.7377
N 1.035 -3.165 -4.897 9.3 -0.6 -0.6 0.1464
O -0.271 -2.858 -4.822 0.1 0.0 0.6 0.0431
C -0.881 -3.291 -3.556 -2.2 -1.4 0.6 1.0527
C -2.374 -2.541 -3.487 0.8 1.6 -0.2 -0.2907
O -2.719 -1.969 -4.831 -0.7 -2.8 1.7 -0.3606
C -3.383 -2.985 -5.669 -1.1 -0.5 -1.8 -0.2211
C -4.826 -2.451 -6.320 0.1 -0.3 0.1 -1.0166
H 2.938 -4.103 -0.280 -0.9 -0.6 -2.3 0.3345
H 1.585 -3.619 -1.516 1.7 -1.4 0.3 -0.2077
H 3.375 -3.845 -2.105 -1.7 -0.7 1.5 0.1434
H 3.243 -6.393 -2.229 -2.0 1.3 0.9 0.2206
H 2.119 -6.416 -0.715 0.3 1.1 -2.4 0.3426
H 0.029 -5.559 -2.208 2.1 -1.1 -1.1 0.0836
H 0.691 -7.299 -2.526 0.5 2.5 -0.5 0.3634
H 1.905 -6.752 -4.651 -1.5 1.9 0.6 0.4085
H 0.141 -6.074 -4.847 1.9 0.3 1.0 0.3097
H 4.265 -5.140 -4.836 -1.9 2.0 -0.3 0.3449
H 4.435 -2.387 -5.494 -1.8 -0.3 0.3 0.2804
H 2.557 -0.007 -4.599 -0.9 -1.3 -1.6 0.2934
H 3.021 -0.437 -6.382 -1.8 -0.6 1.9 0.3324
H 1.044 0.522 -7.172 -0.6 -0.9 2.5 0.3107
H -0.075 -0.714 -6.293 1.6 1.4 0.8 0.1689
H -0.603 -0.359 -4.039 0.7 2.1 -0.3 -0.0497
H -1.230 1.446 -3.941 2.1 -1.6 -0.3 0.3293
H -0.168 1.286 -1.724 1.6 -0.5 -2.1 0.1483
H 1.408 1.835 -2.682 -1.7 -1.6 0.0 0.3116
H 1.058 -0.032 -2.282 -0.7 2.3 -0.7 0.1416
H -0.217 -3.076 -2.616 -1.2 -0.4 -2.0 -0.6465
H -1.143 -4.448 -3.690 1.0 2.5 0.5 0.2091
H -2.280 -1.588 -2.777 -0.3 -2.2 -1.5 -0.1571
H -3.186 -3.289 -3.090 1.6 1.5 -0.8 0.4933
H -2.666 -3.253 -6.573 -1.4 0.5 1.9 0.2238
H -3.648 -3.981 -5.108 0.8 1.9 -0.8 0.2513
H -5.186 -3.227 -7.150 1.0 1.7 1.8 0.3365
H -4.697 -1.395 -6.817 -0.2 -2.1 1.0 0.2711
H -5.693 -2.423 -5.513 2.0 0.1 -1.6 0.2587
C -1.462 0.193 0.729 0.3 0.4 0.0 -1.5015
C -1.465 -1.273 1.259 -1.1 0.8 -1.2 2.2411
C -2.547 -1.445 2.365 0.2 -0.2 0.1 -1.4156
C -2.164 -0.826 3.702 0.0 0.1 0.0 -0.3372
C -0.803 -1.337 4.160 -0.2 -0.2 -0.2 -1.2820
C 0.306 -1.132 3.098 1.4 1.3 1.2 1.6780
N -0.087 -1.635 1.735 -1.0 -4.8 1.3 0.3211
O 0.002 -3.038 1.762 0.1 3.7 -0.5 -0.5367
C 0.662 0.380 3.026 -0.3 0.1 -0.2 -1.7818
C 1.623 -1.791 3.624 -0.4 -0.6 -0.5 -1.8299
C -1.935 -2.120 0.029 0.6 -0.5 0.4 -2.1282
H -2.080 0.859 1.340 0.2 -0.1 0.0 0.1852
H -0.454 0.619 0.676 -0.2 -0.1 0.2 0.2609
H -1.839 0.265 -0.299 -0.1 -0.2 0.3 0.4017
H -2.742 -2.514 2.528 0.2 0.1 -0.2 0.4244
H -3.499 -1.013 2.030 0.3 0.0 -0.2 0.3679
H -2.162 0.267 3.631 0.0 -0.1 0.0 0.1104
H -2.920 -1.082 4.453 0.1 0.1 -0.1 0.4534
H -0.529 -0.833 5.096 0.2 0.0 -0.3 0.4122
H -0.894 -2.404 4.406 0.1 0.1 -0.2 0.3584
H 1.392 0.577 2.232 -0.1 -0.1 0.1 0.3837
H 1.112 0.723 3.967 -0.2 -0.3 -0.2 0.4546
H -0.205 1.023 2.862 0.1 -0.1 0.0 0.2694
H 1.496 -2.855 3.856 -0.1 0.2 -0.2 0.3640
H 1.957 -1.315 4.554 -0.3 0.2 -0.3 0.3992
H 2.435 -1.692 2.894 -0.2 0.0 0.1 0.4193
H -1.197 -2.076 -0.790 -0.1 0.1 0.3 0.1661
H -2.889 -1.743 -0.360 0.2 0.2 0.3 0.5789
H -2.104 -3.174 0.279 0.2 0.2 0.1 0.4868
C 1.325 6.499 2.790 0.5 0.1 0.1 -1.7495
C 0.157 5.584 3.267 0.2 0.9 -1.7 2.1058
C -1.021 6.447 3.808 0.0 -0.2 0.2 -1.4092
C -0.761 7.050 5.181 0.1 0.1 0.0 -0.4667
C -0.353 5.969 6.174 -0.2 -0.1 -0.3 -1.1790
C 0.851 5.125 5.685 1.4 0.4 1.6 1.6250
N 0.672 4.605 4.284 -4.4 -2.5 0.8 0.2276
O -0.235 3.533 4.345 2.8 2.5 -0.3 -0.4758
C 2.140 5.989 5.773 0.0 0.2 -0.2 -1.7634
C 1.107 3.982 6.721 -0.5 -0.3 -0.6 -1.8340
C -0.349 4.899 1.953 0.0 -0.7 0.6 -2.0386
H 1.181 7.545 3.081 0.1 -0.2 0.1 0.3308
H 2.298 6.172 3.172 -0.3 0.0 0.1 0.3367
H 1.445 6.487 1.699 -0.3 0.0 0.2 0.4870
H -1.930 5.834 3.871 0.2 -0.1 -0.1 0.3854
H -1.251 7.255 3.100 0.2 -0.3 -0.1 0.3473
H 0.009 7.827 5.119 0.0 -0.1 0.0 0.2792
H -1.670 7.548 5.538 0.1 0.0 -0.1 0.3783
H -0.120 6.439 7.138 0.2 -0.2 -0.2 0.3813
H -1.219 5.317 6.357 0.2 -0.1 -0.1 0.3685
H 3.005 5.451 5.366 -0.2 0.1 0.0 0.3813
H 2.379 6.234 6.816 -0.3 -0.2 -0.2 0.4246
H 2.057 6.947 5.256 0.0 -0.1 0.0 0.3551
H 0.225 3.350 6.876 0.2 0.1 -0.3 0.3201
H 1.364 4.393 7.705 0.0 0.2 -0.4 0.4276
H 1.939 3.341 6.406 -0.2 0.1 0.0 0.4293
H 0.424 4.237 1.527 -0.2 0.2 0.2 0.4945
H -0.601 5.651 1.195 0.2 0.1 0.4 0.5112
H -1.258 4.305 2.107 0.3 0.0 0.2 0.3137

=====

No. 2
114
Properties=species:S:1:pos:R:3:forces:R:3:mulliken_charge:R:1 method="wB97M-V/def2-TZVPD" lumo_ev=-7.24 homo_lumo_gap_ev=6.056 charge=+2
Re 0.097 0.156 1.406 1.5 1.4 0.8 0.6346
N 1.395 -1.282 2.687 -0.4 -0.1 -0.1 -0.5244
C 0.776 -2.337 3.538 0.0 0.1 -0.1 -0.3607
C -0.340 -1.796 4.442 0.2 0.1 0.0 -0.8546
C -1.449 -1.275 3.601 0.4 0.3 -0.2 0.3004
O -2.539 -1.674 3.432 -0.3 0.0 -0.1 -0.4075
O -0.984 -0.132 2.846 -0.5 -0.5 -0.2 -0.0751
H 2.011 -1.733 2.011 0.2 0.0 0.2 -0.3459
H 1.988 -0.679 3.253 0.1 0.0 0.0 0.2866
H 1.540 -2.795 4.164 0.0 0.0 0.0 0.5282
H 0.378 -3.101 2.874 0.0 0.0 0.0 0.0057
H 0.042 -1.002 5.087 -0.1 0.0 0.0 0.2950
H -0.740 -2.594 5.061 0.0 -0.1 0.0 0.5207
S 5.617 3.306 1.082 -0.1 -0.1 0.0 -0.1672
As 4.283 1.620 0.558 -0.1 0.2 0.0 0.4300
S 3.163 1.460 2.596 0.1 0.0 0.2 -0.1399
S 1.275 1.997 1.996 -0.5 -0.6 -0.3 -0.1571
S 3.793 3.739 0.133 0.0 0.0 0.0 -0.0848
C -4.933 -1.491 0.397 0.0 0.1 -0.1 -0.7129
C -3.949 -1.441 -0.771 0.0 0.0 0.2 -0.7611
C -2.700 -0.649 -0.383 -0.1 0.1 -0.1 -0.6284
C -3.071 0.774 0.066 0.0 -0.2 0.1 -0.1370
C -4.055 0.720 1.246 -0.1 0.0 -0.2 -0.8063
C -5.300 -0.077 0.846 0.1 -0.1 0.0 -0.9899
P -1.534 1.721 0.372 -0.1 0.0 0.1 -1.2686
C -1.996 3.203 1.367 0.2 0.1 0.1 0.8815
C -1.161 4.470 1.107 -0.2 0.0 0.0 -0.1582
C -1.934 5.689 1.639 -0.1 0.0 0.1 -0.9069
C -2.664 5.387 2.963 0.1 0.0 0.0 -0.7386
C -1.968 4.244 3.695 -0.1 0.0 -0.1 -0.9856
C -2.091 2.937 2.895 0.0 0.1 0.0 -0.1429
C -1.028 2.238 -1.320 0.2 0.1 -0.1 1.0199
C -2.067 3.241 -1.920 0.1 0.0 0.0 -1.0671
C -1.386 4.357 -2.718 0.1 -0.1 0.0 -0.7777
C -0.361 3.763 -3.678 0.0 0.0 0.1 -1.0563
C 0.780 3.051 -2.913 -0.2 0.1 0.0 -0.2157
C 0.423 2.741 -1.451 -0.2 0.0 -0.1 -0.1380
H -4.481 -2.032 1.235 0.0 0.0 0.0 0.2656
H -5.831 -2.036 0.104 0.0 0.0 0.0 0.4445
H -4.422 -0.949 -1.626 0.0 0.0 0.0 0.4256
H -3.670 -2.446 -1.089 0.0 0.0 0.0 0.4680
H -1.986 -0.633 -1.215 0.0 0.0 0.0 -0.0846
H -2.214 -1.161 0.466 0.0 0.0 0.0 -0.0358
H -3.562 1.296 -0.763 0.0 0.0 0.0 1.2286
H -4.353 1.728 1.542 0.0 0.0 0.0 0.5135
H -3.581 0.239 2.105 0.0 0.0 0.0 0.0352
H -5.811 0.442 0.028 0.0 0.0 0.0 0.3618
H -5.993 -0.112 1.688 0.0 0.0 0.0 0.4567
H -3.006 3.405 0.992 0.0 0.0 0.0 1.2403
H -0.973 4.617 0.048 0.0 0.0 0.0 -0.7989
H -0.191 4.385 1.599 0.0 0.0 0.0 0.4001
H -2.654 6.013 0.883 0.0 0.0 0.0 0.2995
H -1.231 6.512 1.776 0.0 0.0 0.0 0.4979
H -3.705 5.108 2.773 0.0 0.0 0.0 0.3159
H -2.692 6.280 3.587 0.0 0.0 0.0 0.5002
H -2.402 4.093 4.685 0.0 0.0 0.0 0.5271
H -0.914 4.497 3.843 0.0 0.0 0.0 0.3329
H -3.046 2.462 3.121 0.0 0.0 0.0 0.3739
H -1.309 2.254 3.225 0.0 0.0 0.0 -0.2518
H -1.098 1.301 -1.884 0.0 0.0 0.0 0.4634
H -2.709 3.676 -1.153 0.0 0.0 0.0 0.3748
H -2.722 2.692 -2.599 0.0 0.0 0.0 0.4608
H -0.897 5.075 -2.052 0.0 0.0 0.0 0.2435
H -2.150 4.907 -3.267 0.0 0.0 0.0 0.5675
H 0.050 4.540 -4.320 0.0 0.0 0.0 0.4890
H -0.872 3.051 -4.333 0.0 0.0 0.0 0.3516
H 1.679 3.670 -2.916 0.0 0.0 0.0 0.5661
H 1.038 2.126 -3.428 0.0 0.0 0.0 -0.2775
H 0.562 3.635 -0.843 0.0 0.0 0.0 0.5268
H 1.112 1.988 -1.067 0.1 0.0 0.1 -0.7846
C -1.035 -3.730 -1.109 0.0 0.1 -0.1 -1.3674
C 0.199 -4.126 -0.324 0.0 0.0 -0.1 1.6541
C 1.160 -4.931 -1.185 0.1 0.0 0.0 -1.4588
C -0.180 -4.907 0.917 0.0 0.0 0.1 -1.8468
O 0.841 -2.886 0.156 0.1 0.1 0.0 2.4419
Si 1.792 -1.789 -0.574 -0.2 -0.3 0.0 -4.3083
O 1.118 -0.295 0.002 -0.6 -0.5 -0.2 0.8510
O 3.230 -1.632 0.139 0.1 0.0 0.1 1.0240
C 4.349 -2.572 0.282 0.0 -0.1 0.0 1.5454
C 5.519 -1.747 0.781 0.1 0.0 0.0 -1.7345
C 4.655 -3.199 -1.067 -0.1 0.0 0.0 -1.3089
C 3.970 -3.627 1.311 -0.1 0.1 0.1 -1.2761
O 1.723 -1.948 -2.147 -0.1 0.2 -0.2 0.9024
C 1.866 -1.169 -3.374 0.0 0.0 0.1 1.8666
C 2.364 -2.135 -4.429 0.1 -0.1 0.0 -1.8879
C 2.857 -0.041 -3.132 0.0 0.0 0.1 -1.2487
C 0.482 -0.644 -3.715 -0.1 0.0 0.0 -1.6430
H -1.585 -4.622 -1.413 0.0 0.0 0.0 0.7239
H -0.763 -3.168 -2.008 0.0 0.0 0.1 0.0016
H -1.694 -3.119 -0.491 0.0 -0.1 0.0 0.0247
H 0.676 -5.861 -1.486 0.0 0.0 0.0 0.6031
H 2.065 -5.192 -0.631 -0.1 0.0 0.0 0.3310
H 1.442 -4.385 -2.085 0.0 0.0 0.0 0.0827
H -0.592 -5.876 0.633 0.0 0.0 0.0 0.4555
H -0.945 -4.378 1.493 0.0 0.0 0.0 0.3282
H 0.694 -5.085 1.550 0.0 0.0 0.0 0.3537
H 5.949 -1.142 -0.019 0.0 0.0 0.0 0.3433
H 6.301 -2.402 1.165 0.0 0.0 0.0 0.4290
H 5.201 -1.090 1.593 0.0 -0.1 0.1 0.2834
H 4.872 -2.423 -1.804 0.0 0.0 0.0 0.2155
H 3.818 -3.800 -1.431 0.1 0.0 0.0 0.1367
H 5.530 -3.844 -0.985 0.0 0.0 0.0 0.5874
H 3.804 -3.167 2.291 0.0 0.0 0.0 0.3082
H 4.779 -4.349 1.420 0.0 0.0 0.0 0.5942
H 3.067 -4.164 1.019 0.0 0.0 0.0 0.0633
H 3.310 -2.583 -4.119 0.0 0.0 0.0 0.3469
H 2.522 -1.612 -5.374 0.0 0.0 0.0 0.4548
H 1.637 -2.933 -4.593 0.0 0.0 0.0 0.3540
H 3.856 -0.437 -2.941 0.0 0.0 0.0 0.2730
H 2.554 0.564 -2.269 0.0 0.0 -0.1 0.0358
H 2.908 0.610 -4.004 0.0 0.0 0.0 0.5828
H -0.197 -1.473 -3.925 0.0 0.0 0.0 0.3779
H 0.522 -0.002 -4.597 0.0 0.0 0.0 0.5825
H 0.082 -0.067 -2.876 0.0 0.0 -0.1 0.1305